1.
# C44H89Br2N12O

9 unconnected molecules or ions with the total composition C44H89Br2N12O at a distorted geometry (the ωB97M-V functional and the def2-TZVPD basis, the OMol25 dataset).

```
! wB97M-V def2-TZVPD RIJCOSX def2/J DEFGRID3
* xyz 5 1
C 4.1310 -22.0391 -26.5851
H 5.5632 -23.6036 -23.2642
Br 10.1085 -27.7209 -30.8366
N 5.3923 -22.5013 -15.1219
H -6.1044 -35.5417 -26.1803
H 11.1915 -35.7240 -36.6626
N 2.9507 -29.5376 -26.2397
H 8.4053 -25.1597 -15.0651
N 6.7031 -24.1853 -14.4610
H 5.9881 -24.9909 -24.1573
C 13.4654 -33.2899 -25.3456
H 14.0676 -32.9246 -26.1774
C -3.8624 -33.7714 -24.1439
H 3.0274 -20.9348 -14.8324
H 7.4595 -26.0667 -13.9644
H 12.3871 -37.7331 -24.8480
H 6.1234 -22.6676 -29.2273
H -3.7482 -24.1226 -36.1268
H 2.9942 -22.8564 -29.1103
H 14.4116 -38.8256 -25.7313
H -2.7729 -33.8018 -24.1593
C -3.4873 -34.4111 -26.5655
C -2.9702 -24.5267 -35.4791
C -6.9093 -34.1175 -24.8393
C 10.4083 -35.4709 -35.9634
H 4.2051 -30.3894 -24.5789
O -6.7409 -34.8932 -23.6248
H 15.5498 -35.1680 -26.1079
H 7.6958 -35.8371 -37.6295
H -4.1735 -36.7167 -25.9747
H 12.4081 -33.0426 -25.4412
H 7.3215 -35.1624 -34.9731
H -3.7219 -30.5819 -34.1788
H 3.5391 -23.5485 -15.2947
H -1.7663 -30.5520 -36.5030
H 12.5382 -34.2464 -35.1187
H -4.1053 -31.5897 -35.6651
H -4.6226 -36.6125 -24.2047
C -2.5758 -30.0089 -36.9907
H 3.1950 -29.8724 -22.3705
H 3.3483 -21.4010 -26.9680
C -3.2474 -26.9801 -35.9259
H 7.1195 -23.6659 -24.0163
H -6.0919 -30.1889 -33.9237
H -6.0773 -28.2572 -35.3054
H -2.1537 -29.1544 -37.5196
C 4.5884 -23.6343 -15.0540
C 2.5722 -29.0198 -22.6413
C 4.3383 -22.4404 -25.2692
H 7.5284 -22.2231 -14.9340
C 16.1552 -38.2677 -24.7330
H 6.0233 -20.6419 -15.5275
H -2.9332 -36.3086 -24.8256
H -4.2864 -34.2413 -23.2565
H 5.2152 -25.7163 -14.4910
C 2.5823 -29.9778 -28.7141
H -3.4994 -33.3275 -26.6824
H 4.0723 -24.2306 -29.6016
H -2.5599 -26.0268 -34.0617
H 16.6840 -39.2037 -24.9132
H 3.8816 -22.8048 -30.6227
N -3.7473 -29.5620 -36.1014
C 6.6676 -22.8460 -14.7409
N 2.5817 -29.0248 -24.1088
C 12.3703 -35.2404 -33.2465
H -3.8972 -34.8819 -27.4591
N -4.3702 -34.7587 -25.2827
N 5.0058 -22.6949 -27.4225
H 12.6237 -36.2344 -33.6153
N 5.3993 -23.2875 -25.2960
H -4.0338 -26.7858 -36.6553
C 14.5896 -35.4901 -25.7328
H -6.3740 -31.2829 -35.2233
H 1.0956 -28.5692 -27.0108
C 8.4927 -36.4995 -37.2916
N 10.5848 -34.8436 -34.7372
H -5.1054 -30.1091 -37.5847
C 5.1155 -22.4868 -28.8535
H 6.6230 -24.0681 -26.9084
C 5.4021 -24.6584 -14.6020
C -6.0883 -29.2211 -35.8142
C 8.3952 -35.1998 -35.0829
H 8.1006 -37.4121 -36.8428
C 1.7396 -28.7949 -26.1737
C 7.8348 -25.0588 -14.1419
H -4.0312 -28.1920 -34.4622
C 3.5404 -30.0107 -27.4174
H 1.5785 -30.3944 -28.6317
C -4.0035 -36.2281 -25.0153
H -6.9842 -35.8111 -23.7660
H 11.6584 -35.1319 -24.3416
C 1.5914 -28.4288 -24.8574
C 9.3277 -34.5781 -34.2555
H -7.0413 -29.2706 -36.3410
N 14.2694 -36.8054 -25.4808
H 8.3785 -24.8265 -13.2262
C -4.2364 -30.6449 -35.1377
H 16.8418 -37.4327 -24.5931
H 11.7013 -33.2667 -33.9395
C 12.9518 -36.8288 -25.0207
N 13.5501 -34.7071 -25.2495
H 5.0396 -21.4081 -28.9903
H 3.9062 -22.0997 -24.3399
H -7.8709 -34.2706 -25.3292
H 9.2602 -36.7418 -38.0267
C -3.2998 -28.3588 -35.2530
H 3.7316 -31.0763 -27.2906
Br -0.8680 -22.6585 -19.6354
H 15.6577 -38.4711 -23.7847
C -5.7463 -30.4429 -34.9258
H -2.8748 -23.7207 -34.7516
H -5.8711 -33.9346 -26.7512
C -4.9921 -29.2274 -36.9539
H 4.6851 -21.2757 -16.5605
C 5.7953 -23.4561 -26.5817
C 15.0752 -37.9650 -25.8164
H 13.7772 -32.9995 -24.3423
H -2.3658 -28.5728 -34.7334
H -4.1809 -25.9364 -34.3129
C 11.8188 -34.2883 -34.3009
C 4.0113 -20.4888 -14.6870
C -3.2551 -25.8408 -34.8803
H 3.1243 -30.4794 -29.5158
H 1.5555 -29.1362 -22.2661
C 6.0689 -23.9042 -24.1818
H -4.8003 -28.3331 -37.5469
H -2.9374 -30.7794 -37.6716
H 13.2396 -34.7922 -32.7654
C 3.9278 -23.1503 -29.5899
H 2.3556 -29.0066 -29.1539
H 4.5111 -29.5148 -27.4246
H 9.2788 -34.0456 -33.3172
H 0.8799 -27.7569 -24.4006
H 11.6665 -35.2537 -32.4142
C 12.5413 -35.5459 -24.8057
H 3.9468 -19.4925 -15.1244
N 9.0659 -35.7865 -36.1480
H -4.3108 -32.7986 -24.3457
H -2.0322 -24.4708 -36.0316
C -5.8246 -34.5422 -25.8474
H 4.3427 -20.3815 -13.6541
H 2.9670 -28.0716 -22.2765
H -2.3986 -27.0259 -36.6082
H 15.3855 -37.8333 -26.8529
H -6.8920 -33.0629 -24.5643
C 3.4370 -29.7154 -24.9285
H -2.5110 -34.8530 -26.3663
C 5.0658 -21.1625 -15.5455
*
```

The HOMO-LUMO gap comes out at 2.27 eV. The calculation puts the LUMO energy at -8.193 eV. The calculation puts the HOMO energy at -10.5 eV. Its molar mass is 962.1 g/mol.

Atomic partial charges in e from the Löwdin method, atoms 1 to 8: 0.007 0.104 -0.999 -0.064 0.129 0.166 -0.071 0.106

---

2.
# C17H53N13O8

8 unconnected molecules or ions with the total composition C17H53N13O8 at a distorted geometry (the ωB97M-V functional and the def2-TZVPD basis, the OMol25 dataset).

```
! wB97M-V def2-TZVPD RIJCOSX def2/J DEFGRID3
* xyz 0 1
H 3.0782 1.1460 1.4328
H -0.5515 -6.2040 -5.1763
H 0.6656 4.6345 -0.8390
H -1.7337 -4.2156 -2.9768
O 0.6572 1.0288 0.0472
N 2.5963 2.6619 -1.6151
H -1.3626 3.5693 2.1851
O -0.3500 -3.8423 -5.6877
H -0.7493 5.1912 -0.2342
C 5.2062 -0.0412 0.3519
O -0.2338 -3.6524 -0.7295
C -4.4424 -0.1214 1.8047
H 1.9736 -1.0419 0.5841
N -4.7792 -1.4792 -3.3660
H -4.3704 -0.9373 1.0855
C -0.8250 4.5059 2.3335
C 3.9103 0.8496 2.0714
H -1.9355 1.5508 0.6024
C -1.3489 6.8197 2.9874
H -0.3133 4.5281 3.2957
H -3.2367 0.8976 -0.2614
C -4.7062 -0.6965 3.2432
H -0.7025 -1.3332 -1.2159
N 6.6290 -1.9185 0.7960
H 0.9884 2.5925 1.1434
C 4.6775 -2.5069 -0.3645
H -1.2979 6.5970 4.0532
H -4.0245 1.0422 4.0694
H -3.7933 -1.2759 3.3806
H 3.8956 3.9049 -3.1345
N -3.5665 -2.0480 -1.8704
H 1.4263 -5.8808 -2.1832
N -0.9676 -5.5897 -4.4910
C -6.0453 -1.4576 3.2811
O -3.1389 0.3885 1.7213
H 1.9629 2.2080 -0.9726
H -4.3099 -2.6219 -1.4987
H -1.3115 -6.0240 -3.6464
C -3.6001 -1.2869 -2.8332
H -2.7249 -2.0423 -1.3120
C 0.4292 -0.0962 -0.1904
H 2.1154 3.5467 0.6668
H 0.8201 5.4975 1.3953
H 5.0724 -3.5228 -0.3808
H 4.4750 0.2162 -0.4143
C -3.0012 1.3454 0.7040
N 0.8263 -5.0813 -2.0389
C 0.3765 4.5128 1.2480
H 0.8579 -4.9485 1.0558
H 2.3973 2.5989 -2.6033
N 1.0080 -5.3412 0.1375
H -5.1103 -0.9174 -4.1373
H 5.9640 0.7191 0.5412
H 4.1505 -2.4342 0.5868
H 4.8356 4.7509 -1.8753
H -5.9439 -2.4026 2.7473
H -2.1565 7.5233 2.7855
H -1.3922 -2.7353 -3.6961
O 3.9304 3.6741 -0.0298
H 0.7289 -2.0384 -0.1959
H 0.5101 -4.5117 -2.8107
C -0.1044 4.3181 -0.1353
C -0.7852 -4.3528 -4.7089
C 0.5311 -4.6160 -0.8808
H -5.1785 0.6567 1.6026
O 4.3924 -0.2680 1.5255
H -4.7540 0.0635 5.1298
N 4.0783 4.1524 -2.1725
H 6.3153 -1.6643 1.7218
H -0.3375 7.1574 2.7612
N -1.2047 -3.7277 -3.6855
H 6.5032 -2.9148 0.6882
N 1.3979 3.4862 1.3751
H 6.3055 -1.1291 -1.0848
H -6.3340 -1.9594 4.2047
O -1.6832 5.6123 2.2243
H -0.4643 3.3190 -0.3810
H -5.2617 -2.1310 -2.7640
H -1.0665 0.3704 -1.4020
N -4.7604 0.3568 4.1633
N -0.5333 -0.3690 -0.9672
H 1.2845 -6.3101 0.0685
H -6.9069 -0.8556 2.9926
H 3.5133 0.6452 3.0658
N 1.1691 -1.1471 -0.0174
C 5.7358 -1.3914 -0.1933
H -3.6007 2.2423 0.8595
O -2.6750 -0.6753 -3.2175
C 3.5788 3.4352 -1.2234
H 4.1101 -2.2512 -1.2593
H 4.5962 1.6928 2.1531
*
```

The HOMO-LUMO gap comes out at 7.21 eV. The calculation puts the LUMO energy at -0.145 eV. The calculation puts the HOMO energy at -7.4 eV. Its molar mass is 567.7 g/mol.

Atomic partial charges in e from the Löwdin method, atoms 1 to 8: 0.066 0.129 0.072 0.111 0.042 0.191 0.107 0.092

---

3.
# C11H15AuClNO3SSr

A molecular structure, C11H15AuClNO3SSr at a distorted geometry (the ωB97M-V functional and the def2-TZVPD basis, the OMol25 dataset).

```
! wB97M-V def2-TZVPD RIJCOSX def2/J DEFGRID3
* xyz -2 3
C 0.5666 -0.6971 2.4330
H 0.1039 1.6351 7.2480
H -1.5614 0.8977 -5.4645
H -0.6221 2.7763 5.1120
C -1.5296 -1.5020 -0.6856
H 3.6778 1.4755 -3.5600
H -2.5285 2.1671 -4.6269
C 0.6234 -0.2169 6.2354
H -0.3647 -1.8822 -2.7070
C 0.1632 1.1147 6.2845
C 0.4183 -0.1982 3.8272
H 1.4540 -1.6181 -2.4177
O 0.2763 2.8894 2.0331
H 1.0911 -1.9113 4.9283
H -1.9780 -1.4012 -1.6863
Sr 0.4349 1.0586 -3.3691
Au 0.1731 -0.3500 -0.4107
S -0.5114 1.7070 2.2728
H 2.8315 2.5174 -4.7837
H 0.8985 -0.7260 7.1636
O 0.9472 -1.8061 2.0313
H 2.9820 0.7193 -5.0378
C -0.2281 1.7623 5.0985
C 2.8471 1.5267 -4.2866
H -2.1644 -1.1294 0.1377
C 0.7441 -0.8790 5.0080
N 0.1535 0.2963 1.5659
C -2.0473 1.1848 -4.5126
H -2.7816 0.4330 -4.1946
C -0.0925 1.0850 3.8835
H -1.2031 -2.5428 -0.5399
O -1.9473 1.7213 2.1183
Cl 1.9100 1.3016 -1.1349
C 0.4200 -1.3683 -2.1175
*
```

The expectation value of S² is 2.02. The HOMO-LUMO gap (spin up / spin down) comes out at 3.01 / 5.68 eV. The calculation puts the LUMO energy (spin up / spin down) at 4.493 / 4.207 eV. The calculation puts the HOMO energy (spin up / spin down) at 1.5 / -1.5 eV. Its molar mass is 561.4 g/mol.

Atomic partial charges in e from the natural (NBO) method, atoms 1 to 8: 0.583 0.177 0.149 0.198 -0.812 0.194 0.177 -0.268

---

What is the formula in the second record? C17H53N13O8

---

Which of these has the highest molar mass? C44H89Br2N12O

---

molar mass of number 3 (C11H15AuClNO3SSr)? 561.4 g/mol

---

Which value of molar mass does entry 3 give? 561.4 g/mol